{"formula": "C24H44BN8RhS3", "method": "ωB97M-V/def2-TZVPD", "elements": ["Rh", "C", "C", "C", "C", "N", "C", "C", "N", "B", "N", "C", "C", "N", "C", "S", "C", "C", "C", "C", "N", "C", "C", "N", "C", "S", "C", "C", "C", "C", "C", "S", "H", "H", "H", "H", "H", "H", "H", "H", "H", "H", "H", "H", "H", "H", "H", "H", "H", "H", "H", "H", "H", "H", "H", "H", "H", "H", "H", "H", "H", "H", "H", "H", "H", "H", "N", "C", "C", "C", "N", "H", "H", "H", "H", "H", "H", "H", "H", "H", "H"], "xyz": [[0.1732, -0.1554, -0.4034], [0.0846, -5.1381, 2.0380], [-1.1970, -5.2048, 1.2123], [-0.9455, -5.6301, -0.2321], [-2.1527, -6.2035, 1.8590], [-1.8503, -3.8376, 1.2194], [-3.0777, -3.5697, 1.8043], [-3.3267, -2.2573, 1.6620], [-2.2615, -1.7027, 0.9740], [-1.9497, -0.2216, 0.7369], [-1.6401, 0.5087, 2.0435], [-2.5864, 1.0426, 2.9067], [-1.9254, 1.5078, 3.9830], [-0.5718, 1.2715, 3.7870], [-0.4328, 0.6669, 2.5958], [0.9724, 0.1211, 1.7746], [0.5319, 1.6808, 4.7289], [-0.0941, 2.2881, 5.9791], [1.3973, 2.7267, 4.0320], [1.3276, 0.4384, 5.1180], [-2.9164, 0.6719, -0.0578], [-4.2919, 0.7541, -0.1498], [-4.5809, 1.9175, -0.7645], [-3.3845, 2.5604, -1.0494], [-2.3747, 1.7836, -0.6120], [-0.6549, 2.1094, -0.6513], [-3.2755, 3.8978, -1.7449], [-4.6800, 4.4079, -2.0509], [-2.5805, 4.8820, -0.8082], [-2.5157, 3.7078, -3.0548], [-1.3598, -2.6866, 0.7203], [0.1696, -2.5000, -0.1138], [0.5406, -6.1275, 2.0553], [-0.1382, -4.8498, 3.0662], [0.8097, -4.4415, 1.6243], [-0.6225, -6.6705, -0.2367], [-0.1694, -5.0401, -0.7137], [-1.8615, -5.5597, -0.8203], [-1.6708, -7.1792, 1.8464], [-3.0886, -6.2957, 1.3066], [-2.3619, -5.9586, 2.9004], [-3.6720, -4.3313, 2.2695], [-4.1651, -1.6750, 2.0008], [-1.3209, -0.5339, -0.3741], [-3.6376, 1.0636, 2.6791], [-2.3029, 1.9892, 4.8643], [-0.6514, 3.1991, 5.7590], [0.7122, 2.5572, 6.6592], [-0.7395, 1.5798, 6.5000], [0.8008, 3.5975, 3.7571], [1.8756, 2.3313, 3.1378], [2.1793, 3.0517, 4.7175], [0.6799, -0.3041, 5.5859], [2.0936, 0.7232, 5.8384], [1.8280, -0.0189, 4.2662], [-4.9459, -0.0268, 0.1958], [-5.5335, 2.3300, -1.0338], [-5.2679, 4.5623, -1.1455], [-5.2196, 3.7484, -2.7315], [-4.5825, 5.3738, -2.5432], [-3.1336, 4.9772, 0.1272], [-2.5529, 5.8609, -1.2857], [-1.5567, 4.5895, -0.5848], [-3.0288, 2.9881, -3.6951], [-1.4926, 3.3780, -2.8868], [-2.4792, 4.6607, -3.5816], [-0.2822, -0.4869, -2.4755], [0.4408, 0.3115, -3.4973], [1.9485, 0.1893, -3.3696], [2.5313, 0.8752, -2.1468], [2.2274, 0.1379, -0.8937], [-0.1254, -1.4810, -2.6354], [-1.2787, -0.3432, -2.6169], [0.1350, 1.3501, -3.3718], [0.1248, -0.0171, -4.4887], [2.3926, 0.6490, -4.2535], [2.2539, -0.8629, -3.3968], [2.1231, 1.8816, -2.0432], [3.6137, 0.9620, -2.2497], [2.6525, 0.6384, -0.1153], [2.6952, -0.7660, -0.9222]], "e_lumo_ev": -5.5, "e_tot_ev": -73707.240, "gap_ev": 7.88, "fmax_ev_per_a": 0.13, "total_charge": 2}

***

{"formula": "C24H44BNP2Ti", "method": "ωB97M-V/def2-TZVPD", "elements": ["Ti", "C", "C", "C", "C", "C", "C", "H", "H", "H", "C", "H", "H", "H", "C", "H", "H", "H", "C", "H", "H", "H", "C", "H", "H", "H", "C", "C", "C", "C", "C", "C", "C", "C", "H", "H", "H", "H", "H", "H", "H", "H", "H", "H", "H", "H", "P", "C", "C", "P", "C", "C", "C", "H", "H", "H", "H", "H", "H", "H", "H", "H", "H", "H", "H", "H", "H", "B", "C", "N", "H", "H", "H"], "xyz": [[1.1510, -0.0869, 0.3104], [-0.4314, -0.5879, 2.2540], [-0.1247, -1.6992, 1.3835], [1.8139, -1.0830, 2.5257], [0.7576, -0.2270, 2.9535], [1.2824, -2.0180, 1.5683], [-1.7915, -0.1672, 2.6739], [-2.5746, -0.7211, 2.1496], [-1.9681, 0.9014, 2.4996], [-1.9285, -0.3524, 3.7507], [0.8573, 0.7424, 4.0772], [-0.0823, 1.2927, 4.1876], [1.6630, 1.4663, 3.9037], [1.0605, 0.2483, 5.0409], [3.1729, -1.1866, 3.1106], [3.2296, -0.7304, 4.1043], [3.9163, -0.6812, 2.4802], [3.4913, -2.2315, 3.2029], [1.9089, -3.3309, 1.2541], [2.1034, -3.8818, 2.1895], [2.8721, -3.2362, 0.7391], [1.2507, -3.9545, 0.6390], [-1.1053, -2.6718, 0.8266], [-0.9625, -3.6567, 1.2987], [-0.9977, -2.8244, -0.2553], [-2.1374, -2.3619, 1.0235], [-3.7364, 1.9354, 0.0844], [-5.0178, 1.5904, -0.0939], [-5.5523, 0.7740, -1.2358], [-5.0162, 1.1663, -2.6376], [-3.9666, 0.2444, -3.1907], [-3.0081, -0.3702, -2.4898], [-2.6328, -0.0617, -1.0799], [-2.5695, 1.4422, -0.7369], [-6.6437, 0.9055, -1.2315], [-4.6662, 2.2057, -2.6299], [-5.3709, -0.2991, -1.0581], [-2.4240, 2.0363, -1.6533], [-3.4636, 2.6094, 0.9098], [-5.7644, 1.9197, 0.6390], [-1.6725, 1.6197, -0.1236], [-3.2807, -0.5679, -0.3544], [-2.4475, -1.1772, -2.9779], [-1.6357, -0.5134, -0.9158], [-5.8617, 1.1333, -3.3376], [-4.0696, 0.0506, -4.2615], [0.8487, 1.0756, -1.7310], [0.8332, 2.8527, -2.2124], [0.0624, 0.4935, -3.3002], [2.7219, -0.9654, -1.0493], [2.6135, 0.5333, -2.0942], [1.8367, -2.2920, -1.9929], [4.4694, -1.4425, -1.0096], [1.4970, 3.4239, -1.5559], [-0.1775, 3.2713, -2.1167], [1.1558, 3.0137, -3.2535], [0.5540, 0.9745, -4.1576], [-0.9979, 0.7610, -3.3219], [0.1317, -0.5939, -3.4178], [5.0003, -0.9856, -1.8528], [4.5623, -2.5321, -1.0607], [4.9291, -1.0904, -0.0759], [3.3219, 1.3101, -1.7750], [2.7732, 0.2830, -3.1553], [2.2623, -3.2439, -1.6456], [1.9709, -2.1889, -3.0787], [0.7515, -2.3108, -1.7753], [3.8270, 2.9485, 2.6758], [2.9909, 2.1387, 1.6987], [2.3280, 1.4773, 0.9808], [3.5925, 2.5991, 3.8340], [3.5183, 4.1164, 2.5337], [4.9964, 2.7690, 2.3920]], "e_lumo_ev": [-8.5, -8.5], "e_tot_ev": -69444.145, "gap_ev": [5.40, 5.40], "fmax_ev_per_a": 6.67, "total_charge": 2, "e_above_lowest_kcal_mol": 0.0}

***

{"formula": "C24H44BrN7P2SY", "method": "ωB97M-V/def2-TZVPD", "elements": ["Y", "N", "C", "C", "N", "C", "C", "N", "H", "H", "H", "H", "H", "H", "H", "H", "H", "H", "H", "H", "H", "C", "P", "C", "C", "C", "P", "C", "C", "H", "H", "H", "H", "H", "H", "H", "H", "H", "H", "H", "H", "H", "H", "H", "H", "Br", "C", "C", "C", "C", "C", "C", "N", "C", "C", "C", "C", "C", "C", "N", "H", "H", "H", "H", "H", "H", "H", "H", "H", "C", "N", "C", "N", "S", "H", "H", "H", "H", "H", "H"], "xyz": [[-0.0488, 0.4899, -0.4238], [2.4514, 0.7387, -0.6057], [2.8934, 0.7559, -2.0241], [2.0989, 1.7946, -2.7749], [0.6336, 1.5210, -2.7518], [0.1366, 0.7300, -3.9124], [0.0424, -0.7408, -3.6038], [-0.8177, -0.9326, -2.4064], [2.7706, 1.5940, -0.1536], [2.9129, -0.0279, -0.1228], [2.7381, -0.2435, -2.4279], [3.9574, 0.9777, -2.1073], [2.4572, 1.8748, -3.8030], [2.2531, 2.7714, -2.3116], [0.1826, 2.4235, -2.8318], [0.7691, 0.8941, -4.7866], [-0.8535, 1.1154, -4.1644], [1.0165, -1.1706, -3.3755], [-0.3570, -1.2769, -4.4648], [-0.7695, -1.9100, -2.1214], [-1.7855, -0.7660, -2.6737], [-3.0197, 3.3923, -0.0085], [-2.6954, 1.7478, -0.7099], [-3.3980, 1.8728, -2.3873], [-3.8969, 0.6820, 0.1705], [-3.6635, -0.8056, -0.0955], [-2.0882, -1.3924, 0.6500], [-2.0402, -3.1491, 0.1746], [-2.5049, -1.4402, 2.4194], [-4.0900, 3.6006, -0.0444], [-2.5005, 4.1671, -0.5713], [-2.6877, 3.4352, 1.0294], [-4.4275, 2.2299, -2.3273], [-3.4027, 0.9094, -2.8990], [-2.8273, 2.5787, -2.9928], [-4.9028, 0.9865, -0.1275], [-3.8159, 0.9047, 1.2382], [-3.6506, -1.0238, -1.1679], [-4.4820, -1.3978, 0.3195], [-2.7944, -3.6974, 0.7416], [-1.0576, -3.5742, 0.3678], [-2.2695, -3.2660, -0.8862], [-1.7372, -1.9888, 2.9640], [-3.4648, -1.9430, 2.5458], [-2.5640, -0.4394, 2.8457], [0.5945, -3.4692, 6.2571], [0.5716, -2.1356, 4.9577], [0.0567, -0.8841, 5.2667], [0.0402, 0.1110, 4.2991], [0.5425, -0.1502, 3.0336], [1.0306, -1.4066, 2.7208], [1.0553, -2.4041, 3.6844], [0.5417, 0.8728, 2.0109], [0.8475, 2.0523, 2.3690], [0.7952, 3.1984, 1.4389], [1.1552, 4.4494, 1.8913], [1.0690, 5.5327, 1.0228], [0.6074, 5.3117, -0.2597], [0.2636, 4.0181, -0.6299], [0.3620, 2.9667, 0.1846], [-0.3360, -0.6871, 6.2551], [-0.3976, 1.0740, 4.5397], [1.3848, -1.6226, 1.7193], [1.4357, -3.3897, 3.4496], [1.1602, 2.2587, 3.3934], [1.4939, 4.5761, 2.9117], [1.3472, 6.5256, 1.3509], [0.5028, 6.1204, -0.9702], [-0.1313, 3.8378, -1.6206], [3.7122, -5.7351, -1.1394], [2.7609, -4.6381, -1.3308], [2.6172, -3.6171, -0.5055], [3.3951, -3.5747, 0.5790], [1.4398, -2.3884, -0.8308], [3.6097, -6.4233, -1.9722], [3.4989, -6.2787, -0.2184], [4.7366, -5.3609, -1.1314], [2.1454, -4.6525, -2.1287], [4.0828, -4.2823, 0.7796], [3.3081, -2.8074, 1.2209]], "e_lumo_ev": -8.8, "e_tot_ev": -136514.482, "gap_ev": 6.87, "fmax_ev_per_a": 0.79, "total_charge": 3, "e_above_lowest_kcal_mol": 8.8}